Record 1
A cluster of 6 separate species, C18H49ClN3O12 in total at a distorted geometry. Source: the OMol25 dataset; level of theory: ωB97M-V with the def2-TZVPD basis set.

Values from the calculation:
Molecular weight   535.1 g mol⁻¹
LUMO energy (alpha / beta)   -0.81 / -5.88 eV
2S+1   2
HOMO (alpha / beta)   -8.56 / -8.56 eV
Net charge   0

CARTESIAN COORDINATES (ANGSTROEM)
Cl  -23.39788  -13.59889  -15.90419
O  -24.22957  -12.40802  -15.97240
O  -22.19247  -13.45557  -16.63648
O  -23.11328  -14.06869  -14.58274
O  -24.18583  -14.63561  -16.45669
O  -23.77629  -17.53809  -14.53413
H  -23.19869  -17.56895  -15.29679
H  -24.20087  -16.68197  -14.58912
O  -19.93427  -15.40370  -16.10873
H  -19.32721  -14.97838  -15.50307
H  -20.66923  -14.79452  -16.17915
C  -24.10458  -10.69403  -19.64037
O  -24.70237  -11.72587  -20.37254
C  -24.40504  -13.10058  -19.88607
C  -25.35005  -14.17650  -20.65269
N  -25.02900  -13.97183  -22.11775
C  -25.92764  -14.58640  -22.99797
C  -25.91732  -16.13387  -23.02352
O  -26.86653  -16.44449  -21.96582
C  -27.39079  -17.77338  -21.98368
H  -24.88486  -10.34131  -18.96594
H  -23.62315  -9.86804  -20.16387
H  -23.21542  -11.05199  -19.12135
H  -24.78580  -13.12590  -18.86505
H  -23.32734  -13.26344  -19.87426
H  -26.38636  -13.94015  -20.41126
H  -25.06430  -15.14604  -20.24473
H  -25.01065  -12.96476  -22.19250
H  -25.73027  -14.25771  -24.01832
H  -26.90823  -14.19275  -22.73042
H  -24.93843  -16.55386  -22.79229
H  -26.29628  -16.50281  -23.97661
H  -26.64593  -18.56415  -21.89439
H  -27.75026  -17.82185  -23.01155
H  -28.21136  -18.08398  -21.33694
C  -29.37446  -18.52082  -15.93132
O  -27.99771  -18.25434  -16.12722
C  -27.75366  -17.41847  -17.23152
C  -26.26338  -17.01556  -17.39234
N  -25.27609  -18.04438  -17.57649
C  -25.37658  -18.40370  -18.93782
C  -23.97596  -18.99279  -19.37543
O  -22.91710  -18.06023  -19.38064
C  -22.90735  -17.19340  -20.53727
H  -29.75629  -19.03494  -16.81336
H  -29.80838  -17.55913  -15.65754
H  -29.63665  -19.04374  -15.01159
H  -28.28767  -16.50206  -16.98025
H  -28.25988  -17.78579  -18.12423
H  -25.97930  -16.38418  -16.55046
H  -26.00908  -16.18720  -18.05359
H  -24.45999  -17.56551  -17.22326
H  -25.41466  -17.57238  -19.64177
H  -26.23139  -19.06561  -19.07671
H  -24.27496  -19.47100  -20.30818
H  -23.70456  -19.80394  -18.69980
H  -22.58033  -17.69272  -21.44932
H  -22.07783  -16.52911  -20.29497
H  -23.87741  -16.69634  -20.53805
C  -12.64475  -15.44097  -20.73295
O  -12.79955  -14.83527  -19.43877
C  -14.04270  -14.10789  -19.30017
C  -14.00737  -13.43623  -17.92965
N  -15.18097  -12.53917  -17.83001
C  -16.47570  -13.24272  -17.93364
C  -17.62536  -12.24606  -18.07666
O  -17.94508  -11.74939  -16.76684
C  -19.25056  -11.17434  -16.75892
H  -12.95017  -14.70564  -21.47734
H  -13.36344  -16.23469  -20.93688
H  -11.63248  -15.74157  -21.00324
H  -14.80720  -14.88194  -19.36713
H  -14.24875  -13.27971  -19.97823
H  -13.14585  -12.78434  -17.78498
H  -13.92239  -14.14909  -17.10947
H  -15.17422  -12.05957  -16.94116
H  -16.70309  -13.84332  -17.05292
H  -16.54812  -13.99222  -18.72175
H  -18.48406  -12.77798  -18.48628
H  -17.57408  -11.45504  -18.82484
H  -20.01788  -11.86453  -17.10960
H  -19.20060  -10.29581  -17.40220
H  -19.46190  -10.77346  -15.76759

Results of the Mulliken charge analysis, in e, for atoms 1 through 5: 1.681, -0.728, -0.624, -0.705, -0.656

Record 2
A structure of composition C18H51FHfN3O9 at a distorted geometry. Source: the OMol25 dataset; level of theory: ωB97M-V with the def2-TZVPD basis set.

Values from the calculation:
Molecular weight   651.1 g mol⁻¹
LUMO energy (alpha / beta)   -13.58 / -14.65 eV
2S+1   2
HOMO (alpha / beta)   -19.32 / -19.32 eV
Net charge   +4

CARTESIAN COORDINATES (ANGSTROEM)
Hf  -0.04905  -1.99485  1.62519
F  -0.95204  -1.32885  -0.50243
C  1.47918  1.47329  3.33704
C  0.17726  1.46607  2.56728
C  -0.22192  2.96521  2.04315
O  -1.62121  3.08686  1.71501
C  -2.06224  4.08229  0.80925
N  0.15311  0.48563  1.50223
H  1.63362  2.31080  4.01736
H  2.33443  1.43714  2.66226
H  1.50704  0.60363  3.99356
H  -0.58204  1.22156  3.31009
H  0.50596  3.32160  1.31426
H  0.01252  3.68318  2.82906
H  -1.49451  3.79853  -0.07690
H  -1.83729  5.07634  1.19572
H  -3.12285  4.05265  0.55958
H  1.00465  0.83085  1.08295
H  -0.46064  0.86701  0.79657
C  1.57492  1.38403  -3.60558
C  2.26324  0.90289  -2.29907
C  1.66575  1.61907  -1.01658
O  2.40752  1.32581  0.19527
C  3.60062  2.09182  0.22112
N  1.89651  -0.53560  -2.22153
H  2.02997  1.13626  -4.56456
H  1.55984  2.47031  -3.69431
H  0.55924  0.99326  -3.66711
H  3.34307  1.05136  -2.30391
H  0.62486  1.32030  -0.89254
H  1.43282  2.67962  -1.11188
H  3.34740  3.11476  0.49966
H  4.17772  2.06384  -0.70315
H  4.24566  1.70185  1.00849
H  2.37629  -0.82076  -3.06331
H  0.97760  -0.71604  -2.59987
C  -4.22420  0.96459  -1.58577
C  -3.30445  0.81054  -2.79201
C  -2.00276  1.57365  -2.88736
O  -2.25541  2.98668  -3.10499
C  -1.12991  3.89685  -3.17112
N  -2.99547  -0.55745  -2.74436
H  -4.94336  0.15121  -1.48923
H  -4.79308  1.89396  -1.55828
H  -3.61328  0.97396  -0.68312
H  -3.82366  0.98624  -3.73416
H  -1.44796  1.13166  -3.71498
H  -1.43122  1.38490  -1.97862
H  -1.57886  4.88617  -3.25934
H  -0.38674  3.84954  -3.96708
H  -0.60386  3.91076  -2.21656
H  -2.20660  -0.75444  -2.14522
H  -2.95061  -0.98473  -3.65843
C  3.28677  -1.45132  0.70383
C  3.36821  -1.35640  2.22069
O  2.14455  -1.94446  2.76777
O  1.89129  -1.40765  0.22725
H  3.63899  -2.44097  0.41291
H  3.87881  -0.67888  0.21299
H  3.48528  -0.38491  2.70089
H  4.25291  -1.90751  2.53954
H  2.39712  -2.28097  3.63065
H  1.82275  -1.11972  -0.68599
C  1.33351  -4.89490  0.39480
C  1.00473  -5.26196  1.81993
O  0.62235  -4.11861  2.68095
O  0.59710  -3.70896  0.01106
H  1.06508  -5.74209  -0.23633
H  2.40151  -4.74110  0.24047
H  1.85232  -5.79635  2.24902
H  0.17497  -5.94313  2.00861
H  0.54458  -4.48244  3.56592
H  0.50235  -3.69674  -0.94417
C  -3.61243  -1.64717  1.49383
C  -3.04263  -2.92584  0.81105
O  -2.00930  -3.44558  1.56855
O  -2.47268  -0.90352  1.84776
H  -4.19531  -1.92767  2.37114
H  -4.24039  -1.08486  0.80276
H  -2.63705  -2.91549  -0.20063
H  -3.82339  -3.68643  0.80702
H  -2.21759  -4.38260  1.58347
H  -2.81024  -0.04782  2.12242

Results of the Mulliken charge analysis, in e, for atoms 1 through 5: 1.583, -0.253, -1.070, 0.365, -0.943

Record 3
A cluster of 7 separate species, C18H51NO14 in total at a distorted geometry. Source: the OMol25 dataset; level of theory: ωB97M-V with the def2-TZVPD basis set.

Values from the calculation:
Molecular weight   505.6 g mol⁻¹
LUMO energy   0.22 eV
Relative energy (zero: lowest compared OMol25 entry of this formula, charge and spin)   27.13 kcal per mole
HOMO   -8.70 eV
Net charge   0
SMILES string   COCCNCCOC.OCCO.OCCO.OCCO.OCCO.OCCO.OCCO

CARTESIAN COORDINATES (ANGSTROEM)
C  -6.89572  6.94782  2.41980
O  -6.07335  6.82292  1.28281
C  -4.85829  6.18467  1.55598
C  -3.69034  7.06230  1.10275
N  -2.40863  6.44760  1.46501
C  -1.52783  6.00009  0.36851
C  -0.70307  4.81065  0.85206
O  -0.21271  4.09303  -0.26422
C  0.37531  2.89076  0.12280
H  -7.83167  7.46532  2.21056
H  -6.38056  7.52149  3.19449
H  -7.19973  5.95906  2.77684
H  -4.72262  5.25833  0.98512
H  -4.69810  5.97498  2.61590
H  -3.76453  8.01718  1.62991
H  -3.74973  7.22170  0.02308
H  -1.87333  7.12437  1.98336
H  -0.92907  6.89495  0.15699
H  -2.01383  5.68756  -0.55537
H  -1.43491  4.21061  1.40800
H  0.06997  5.08781  1.57592
H  -0.26423  2.07592  0.46921
H  1.16162  2.95701  0.89197
H  0.97101  2.49886  -0.70879
O  6.25480  -3.88195  -0.93222
C  5.47546  -2.79358  -0.40897
C  5.37608  -1.62628  -1.39159
O  6.64990  -1.25470  -1.87594
H  6.90196  -4.05898  -0.24929
H  4.42994  -3.09638  -0.25682
H  5.89201  -2.51808  0.56277
H  4.92514  -0.80344  -0.84009
H  4.72503  -1.97129  -2.20319
H  7.05442  -2.04107  -2.25901
O  3.69411  -4.19016  -5.32540
C  2.34793  -3.80401  -5.58281
C  1.86009  -2.84793  -4.49681
O  2.36162  -1.52924  -4.56495
H  4.16715  -4.26392  -6.15819
H  2.20491  -3.29536  -6.53983
H  1.76439  -4.72603  -5.49656
H  2.21864  -3.26081  -3.54381
H  0.76939  -2.82204  -4.50515
H  3.08153  -1.45323  -5.19860
O  -2.62757  0.77749  3.56323
C  -1.99388  1.30871  2.39765
C  -2.84072  1.13120  1.16667
O  -3.19512  -0.21076  0.89044
H  -2.80889  -0.15774  3.42940
H  -1.65786  2.29997  2.70624
H  -1.01014  0.81674  2.30357
H  -2.29226  1.56525  0.32651
H  -3.75417  1.70189  1.35931
H  -2.49679  -0.49594  0.27264
O  0.09528  -4.19390  -1.84287
C  -0.72411  -5.22518  -1.27964
C  -0.80878  -5.04325  0.24494
O  0.45875  -5.00161  0.89049
H  0.63555  -4.65885  -2.48790
H  -1.77302  -5.20877  -1.57912
H  -0.19433  -6.16640  -1.43677
H  -1.31568  -5.91894  0.65175
H  -1.28230  -4.08064  0.48387
H  1.03607  -4.40349  0.39253
O  2.18996  -3.53644  2.99871
C  1.35286  -3.05516  4.06326
C  0.02099  -2.52842  3.52418
O  0.21442  -1.73889  2.34834
H  1.65833  -4.20171  2.54014
H  1.17549  -3.89801  4.73600
H  1.95232  -2.28106  4.53930
H  -0.51614  -2.00391  4.31222
H  -0.58637  -3.36459  3.16877
H  1.14556  -1.84605  2.09939
O  1.88943  -1.89583  -0.90841
C  1.41164  -0.68349  -1.38854
C  -0.09336  -0.60670  -1.61460
O  -0.77353  -0.83737  -0.38390
H  1.43203  -2.64322  -1.31459
H  1.76346  0.21564  -0.87542
H  1.84088  -0.46600  -2.38584
H  -0.41322  -1.36737  -2.33621
H  -0.35813  0.35521  -2.05146
H  -0.25678  -1.42893  0.17954

Results of the Mulliken charge analysis, in e, for atoms 1 through 5: -0.694, -0.354, -0.453, -0.483, -0.298